No. 1
Entry from the Open Molecules 2025 dataset: a cluster of 2 separate species, C4H14N3O in total in a non-equilibrium geometry (ωB97M-V with the def2-TZVPD basis set).

The strongest force on any atom is 0.034 Eh/bohr. Its HOMO energy is -13.92 eV. The calculation puts the total energy at -10887.1102 eV. The relative energy (zero: lowest compared OMol25 entry of this formula, charge and spin) is 24.23 kcal per mole.

```
! RIJCOSX wB97M-V def2-TZVPD def2/J DEFGRID3
* xyz 1 1
H -1.89 -2.24 1.21
N -1.68 -1.84 2.13
O -1.78 0.17 0.97
H 1.13 -1.57 -2.67
N 0.58 1.33 0.21
H 0.90 1.29 1.20
C 1.34 0.46 -0.69
H 1.47 -0.55 -0.21
H 0.50 1.44 -2.42
C -1.62 -0.45 2.03
H -0.37 0.98 0.20
H 2.30 0.92 -0.81
C 0.57 0.42 -2.01
C 1.21 -0.54 -3.06
H -0.52 0.10 -1.88
H -2.27 -0.29 3.87
N -1.51 0.05 3.34
H -1.15 0.95 3.65
H 0.64 2.26 -0.18
H 2.28 -0.20 -3.31
H 0.62 -0.51 -4.01
H -0.76 -2.20 2.44
*
```

Atom charges from the Löwdin analysis, given in e for atoms 1 to 6: number 1, H, carries 0.11; number 2, N, carries 0.13; number 3, O, carries 0.01; number 4, H, carries 0.08; number 5, N, carries 0.16; number 6, H, carries 0.19

No. 2
Entry from the Open Molecules 2025 dataset: an isolated molecule of C2H3NO3 in a non-equilibrium geometry (ωB97M-V with the def2-TZVPD basis set).

The strongest force on any atom is 0.069 Eh/bohr. Its HOMO energy is -11.26 eV. The calculation puts the total energy at -9750.2184 eV. The relative energy (zero: lowest compared OMol25 entry of this formula, charge and spin) is 135.39 kcal per mole. Its SMILES is O=[N+]([O-])[C@H]1CO1.

```
! RIJCOSX wB97M-V def2-TZVPD def2/J DEFGRID3
* xyz 0 1
C 0.17 0.30 0.42
H 0.25 0.72 1.54
O 1.34 -0.54 0.23
H -0.22 -1.81 1.18
H -0.12 -1.54 -0.66
O -0.89 2.19 -0.48
C 0.08 -1.15 0.34
O -0.25 0.66 -1.82
N -0.35 1.16 -0.74
*
```

Atom charges from the Löwdin analysis, given in e for atoms 1 to 6: number 1, C, carries -0.15; number 2, H, carries 0.21; number 3, O, carries -0.01; number 4, H, carries 0.13; number 5, H, carries 0.12; number 6, O, carries 0.10

No. 3
Entry from the Open Molecules 2025 dataset: a structure of composition C2H2O4P in a non-equilibrium geometry (ωB97M-V with the def2-TZVPD basis set).

The strongest force on any atom is 0.076 Eh/bohr. Its HOMO energy is -3.53 eV. The calculation puts the total energy at -19586.9616 eV. The relative energy (zero: lowest compared OMol25 entry of this formula, charge and spin) is 41.29 kcal per mole.

```
! RIJCOSX wB97M-V def2-TZVPD def2/J DEFGRID3
* xyz -1 1
O -0.52 -1.41 1.69
O 2.31 0.20 2.25
O 2.91 -2.32 2.18
H 1.02 0.67 -0.40
C -0.36 -0.52 0.78
C 0.73 -0.30 -0.07
O 1.78 -1.26 0.14
H -1.10 0.17 0.63
P 2.29 -1.09 1.60
*
```

Atom charges from the Löwdin analysis, given in e for atoms 1 to 6: number 1, O, carries -0.15; number 2, O, carries -0.27; number 3, O, carries -0.32; number 4, H, carries 0.06; number 5, C, carries -0.41; number 6, C, carries -0.23

No. 4
Entry from the Open Molecules 2025 dataset: an isolated molecule of C5H7N in a non-equilibrium geometry (ωB97M-V with the def2-TZVPD basis set).

The strongest force on any atom is 0.044 Eh/bohr. Its HOMO energy is -8.57 eV. The calculation puts the total energy at -6784.3430 eV. The relative energy (zero: lowest compared OMol25 entry of this formula, charge and spin) is 96.15 kcal per mole. Its SMILES is C1[C@@H]2[C@H]1[C@@H]1N[C@H]21.

```
! RIJCOSX wB97M-V def2-TZVPD def2/J DEFGRID3
* xyz 0 1
H -1.74 -0.69 -1.31
C 1.22 -0.29 0.57
H -0.97 -0.64 1.52
C 0.68 0.83 -0.22
H 0.93 -0.43 1.60
H 1.31 1.69 -0.49
H 0.81 -1.43 -1.34
N -1.60 -0.27 0.80
H 2.28 -0.44 0.38
C 0.44 -0.69 -0.63
C -0.86 0.93 -0.06
C -1.07 -0.43 -0.51
H -1.38 1.85 -0.34
*
```

Atom charges from the Löwdin analysis, given in e for atoms 1 to 6: number 1, H, carries 0.13; number 2, C, carries -0.14; number 3, H, carries 0.07; number 4, C, carries -0.15; number 5, H, carries 0.10; number 6, H, carries 0.13

No. 5
Entry from the Open Molecules 2025 dataset: an isolated molecule of C2HNOS in a non-equilibrium geometry (ωB97M-V with the def2-TZVPD basis set).

The strongest force on any atom is 0.107 Eh/bohr. Its HOMO energy (alpha / beta) is -9.55 / -9.39 eV. The calculation puts the total energy at -16458.6640 eV. The relative energy (zero: lowest compared OMol25 entry of this formula, charge and spin) is 89.23 kcal per mole.

```
! RIJCOSX wB97M-V def2-TZVPD def2/J DEFGRID3
* xyz 0 1
S 2.17 0.25 0.00
N 0.56 0.36 0.11
C -1.96 -0.07 0.04
H -2.89 0.36 -0.22
C -0.70 0.18 0.03
O 2.81 -1.08 0.04
*
```

From a Löwdin analysis of the wavefunction, the atomic charges in e read: number 1, S, carries 0.97; number 2, N, carries -0.29; number 3, C, carries 0.12; number 4, H, carries 0.00; number 5, C, carries -0.29; number 6, O, carries -0.51

No. 6
Entry from the Open Molecules 2025 dataset: a cluster of 2 separate species, C2HBrF4O in total in a non-equilibrium geometry (ωB97M-V with the def2-TZVPD basis set).

The strongest force on any atom is 0.061 Eh/bohr. Its HOMO energy (alpha / beta) is -10.05 / -10.07 eV. The calculation puts the total energy at -85046.4480 eV. The relative energy (zero: lowest compared OMol25 entry of this formula, charge and spin) is 41.04 kcal per mole.

```
! RIJCOSX wB97M-V def2-TZVPD def2/J DEFGRID3
* xyz 0 1
F -1.62 -0.30 0.89
F -1.64 0.26 -1.15
C 0.54 0.04 0.00
H 2.14 -0.10 0.99
F -1.20 1.73 0.40
C -0.97 0.45 0.02
F 0.12 -2.34 -0.69
Br 1.43 0.49 -1.58
O 1.19 -0.22 1.13
*
```

Atom charges from the Löwdin analysis, given in e for atoms 1 to 6: number 1, F, carries 0.18; number 2, F, carries 0.13; number 3, C, carries -0.54; number 4, H, carries 0.13; number 5, F, carries 0.14; number 6, C, carries -0.63